# 1
ORCA calculation (ωB97M-V with the def2-TZVPD basis set) on an isolated molecule of C3H2O.

Results
- Kohn-Sham gap (eV) = 10.7
- energy relative to the best compared isomer or geometry (same formula, charge and spin) (kcal per mole) = 0.56
- highest occupied orbital energy (hartree) = -0.3948
- structure (SMILES) = C#CC=O
- LUMO level (eV) = -0.05

XYZ file:
```
6
Properties=species:S:1:pos:R:3:mulliken_charge:R:1
C 1.4827 -0.1833 0.1734 0.27
C 0.2951 -0.0338 0.0326 -0.20
C -1.1446 0.1360 -0.1086 -0.30
O -1.6558 1.1448 -0.5340 -0.41
H 2.5377 -0.3012 0.3019 0.36
H -1.7509 -0.7314 0.2102 0.27
```

---

# 2
ORCA calculation (ωB97M-V with the def2-TZVPD basis set) on C26H36ClN3Pd as an isolated structure at a distorted geometry.

Results
- Kohn-Sham gap (alpha / beta) (eV) = 1.6 / 6.7
- <S²> = 6.043
- spin multiplicity = 5
- highest occupied orbital energy (alpha / beta) (hartree) = 0.1093 / -0.0908
- net charge = -2
- LUMO level (alpha / beta) (eV) = 4.58 / 4.19

XYZ file:
```
67
Properties=species:S:1:pos:R:3:mulliken_charge:R:1
Pd -0.6332 -0.5107 1.9754 -0.45
Cl 1.3755 -0.5677 0.5992 -0.64
C -1.9545 0.7592 1.2128 -0.74
C -2.2440 1.1257 -0.0975 1.03
C -3.4314 1.8639 -0.2958 -1.31
C -4.2094 2.2561 0.7920 1.54
C -3.8294 1.9427 2.0955 -1.05
C -2.6709 1.1836 2.3290 -0.33
H -1.5780 0.8365 -0.9130 0.90
H -3.7496 2.1419 -1.2991 0.23
H -4.4358 2.2665 2.9292 0.21
H -2.3176 0.8869 3.3108 0.60
C -5.4648 3.0525 0.5876 -1.39
H -6.0637 3.0291 1.5022 0.36
H -6.0602 2.6573 -0.2416 0.36
H -5.2427 4.1037 0.3633 0.26
C 1.0758 -0.7401 -4.6325 -1.14
N 0.1602 -0.8429 -3.5862 -0.08
H 2.4990 0.9067 -5.0436 0.63
N 1.1586 1.0542 -3.3549 0.34
H 1.2246 -1.5429 -5.3274 0.67
C -0.4176 -2.0875 -3.0334 6.65
C -1.1369 -2.8214 -4.1446 -3.88
C 0.7455 -2.9459 -2.5563 -3.00
H -0.4387 -3.1055 -4.9475 0.53
H -1.5559 -3.7459 -3.7160 0.33
H -1.9593 -2.2151 -4.5539 0.54
H -1.8545 -2.5300 -1.4838 0.35
H -2.1045 -0.9675 -2.2941 0.46
H 1.2701 -2.4497 -1.7288 0.02
C -1.3476 -1.6577 -1.9179 -2.41
H 1.4553 -3.1056 -3.3827 0.48
H 0.3598 -3.9190 -2.2154 0.56
H -0.7724 -1.1761 -1.1230 -0.18
C 1.7042 0.4530 -4.4875 -0.87
C 3.0756 1.5570 -1.9827 -2.07
H 3.7194 1.1988 -2.8016 0.31
H 3.6020 2.3432 -1.4221 0.48
C 1.7671 2.1148 -2.5335 4.29
H 1.1094 3.2423 -0.8060 0.43
C 2.0610 3.3067 -3.4198 -2.94
H 1.1452 3.6951 -3.8856 0.46
H 2.8606 0.7252 -1.2980 0.04
H 0.6559 1.5426 -0.7828 -0.07
H 2.7927 3.0528 -4.1999 0.49
H 2.4994 4.0967 -2.7946 0.32
C 0.7644 2.4156 -1.4350 -1.96
H -0.2089 2.6787 -1.8587 0.37
C 0.1506 0.3055 -2.9059 -1.40
C 0.3512 -3.2425 2.8437 -1.48
C 1.0268 -2.4789 3.9322 1.13
C 2.0099 -3.0842 4.7040 -0.80
C 2.7291 -2.3621 5.6685 -0.44
C 2.5738 -0.9707 5.7602 -0.61
C 1.6413 -0.3077 4.9826 0.90
C 1.5860 1.1830 4.9778 -1.54
C 0.7142 -1.1017 4.2035 0.47
N -0.4183 -0.5089 3.8739 -0.80
H 1.0377 -3.4479 2.0068 0.20
H -0.5021 -2.6792 2.4141 0.27
H -0.0348 -4.2028 3.2177 0.47
H 2.2547 -4.1320 4.5264 0.36
H 3.4742 -2.8683 6.2921 0.34
H 3.2118 -0.3825 6.4297 0.33
H 1.2050 1.5602 5.9389 0.29
H 2.6158 1.5684 4.8733 0.38
H 0.9733 1.5946 4.1606 0.23
```

---

# 3
ORCA calculation (ωB97M-V with the def2-TZVPD basis set) on an isolated molecule of C7H12N2 at a distorted geometry.

Results
- Kohn-Sham gap (eV) = 10.2
- energy relative to the best compared isomer or geometry (same formula, charge and spin) (kcal per mole) = 58.59
- highest occupied orbital energy (hartree) = -0.3488
- structure (SMILES) = CC(C)(C)/N=C\CC#N
- LUMO level (eV) = 0.68

XYZ file:
```
21
Properties=species:S:1:pos:R:3:mulliken_charge:R:1
C -2.4399 0.0889 0.0878 -1.71
C -0.8785 -0.0414 -0.0361 1.51
C -0.4409 -0.3397 -1.4092 -1.27
C -0.4751 -1.2322 0.9810 -1.34
N -0.3425 1.1447 0.5297 -0.50
C 0.8813 1.5056 0.6210 -0.08
C 2.3926 0.9670 0.0150 -0.54
C 2.7953 -0.4120 -0.0561 0.29
N 3.0015 -1.5517 -0.1690 -0.47
H -2.8984 0.7302 -0.6252 0.38
H -3.0999 -0.6743 0.2042 0.45
H -2.4850 0.5950 1.0614 0.42
H -1.0039 0.2795 -2.2481 0.29
H -0.8253 -1.3737 -1.7465 0.33
H 0.6924 -0.3443 -1.5844 0.23
H 0.6257 -1.5487 1.0271 0.21
H -0.7978 -0.9537 1.9364 0.46
H -1.2250 -2.0762 0.7389 0.35
H 1.0860 2.4949 1.1300 0.34
H 3.2235 1.4761 0.6270 0.36
H 2.2138 1.2660 -1.0850 0.29
```

---

# 4
ORCA calculation (ωB97M-V with the def2-TZVPD basis set) on C32H57MoN2O2P2 as an isolated structure at a distorted geometry.

Results
- Kohn-Sham gap (alpha / beta) (eV) = 5.8 / 6.5
- <S²> = 2.123
- spin multiplicity = 3
- highest occupied orbital energy (alpha / beta) (hartree) = -0.6116 / -0.6323
- net charge = +3
- LUMO level (alpha / beta) (eV) = -10.80 / -10.69

XYZ file:
```
96
Properties=species:S:1:pos:R:3:mulliken_charge:R:1
C -0.6030 -2.4455 -1.4084 -0.95
C 1.6374 -2.4603 -0.5371 0.18
C -0.4451 -3.6887 -2.0125 -0.74
C 1.8032 -3.7705 -1.1161 -1.06
C 0.7927 -4.3633 -1.8392 -0.89
H -1.2633 -4.1289 -2.5882 0.61
H 2.7657 -4.2722 -0.9780 0.56
H 0.9429 -5.3537 -2.2836 0.48
N 0.3806 -1.8438 -0.6778 1.58
P -2.2908 -0.7721 0.0461 1.47
P 2.4806 -0.0682 0.4658 2.80
C -1.9060 -1.6873 -1.5435 -0.61
H -1.7805 -0.9027 -2.3095 0.33
H -2.7182 -2.3548 -1.8778 0.68
C -0.2083 1.6472 1.4782 0.29
O -0.3053 2.6604 2.0691 -0.42
C 2.6802 -1.7982 0.1233 -1.69
H 3.6628 -2.2821 0.1397 0.45
C 3.3301 0.8556 -1.0137 1.58
C 3.5056 0.3299 2.0389 1.94
C -3.6679 0.5248 -0.4049 2.03
C -3.0186 -2.1498 1.1633 1.82
C 2.9169 2.3402 -1.0223 -1.29
H 3.4062 2.9051 -0.2151 0.28
H 3.2201 2.8053 -1.9798 0.60
H 1.8295 2.4592 -0.8987 -0.06
C 4.8654 0.7468 -1.0450 -1.74
H 5.3495 1.3186 -0.2369 0.32
H 5.1957 -0.3046 -0.9850 0.38
H 5.2347 1.1571 -2.0052 0.50
C 2.8077 0.1346 -2.2768 -1.43
H 3.0991 0.7147 -3.1741 0.60
H 3.2484 -0.8717 -2.3583 0.32
H 1.7147 0.0124 -2.2717 0.08
C 3.7401 1.8470 2.1693 -1.95
H 2.7916 2.4066 2.0943 0.33
H 4.1779 2.0576 3.1631 0.55
H 4.4417 2.2342 1.4131 0.34
C 2.7127 -0.1320 3.2723 -1.81
H 1.7851 0.4468 3.3988 0.11
H 2.4613 -1.2020 3.2130 0.40
H 3.3381 0.0256 4.1715 0.59
C 4.8431 -0.4404 2.0469 -1.66
H 5.5014 -0.1831 1.2057 0.30
H 5.3836 -0.2007 2.9824 0.51
H 4.6646 -1.5285 2.0333 0.39
C -3.2900 -1.5436 2.5559 -1.30
H -3.6701 -2.3358 3.2275 0.55
H -2.3765 -1.1299 3.0056 0.06
H -4.0505 -0.7454 2.5169 0.21
C -1.9562 -3.2722 1.2605 -1.52
H -1.9349 -3.8771 0.3399 0.30
H -0.9398 -2.9006 1.4400 -0.03
H -2.2318 -3.9351 2.1012 0.63
C -4.2993 -2.8185 0.6137 -1.54
H -4.4435 -3.7745 1.1500 0.49
H -5.2038 -2.2172 0.7714 0.41
H -4.2158 -3.0591 -0.4607 0.22
C -3.6703 0.7676 -1.9262 -0.99
H -4.0126 -0.1189 -2.4862 0.30
H -4.3654 1.5979 -2.1538 0.75
H -2.6746 1.0496 -2.2947 -0.94
C -3.2784 1.8298 0.3194 -1.60
H -2.2994 2.2006 -0.0205 0.00
H -4.0424 2.6036 0.1145 0.62
H -3.2144 1.6868 1.4111 0.31
C -5.1112 0.1577 -0.0111 -1.94
H -5.4919 -0.7026 -0.5823 0.40
H -5.2216 -0.0495 1.0642 0.34
H -5.7576 1.0241 -0.2471 0.55
Mo 0.0097 0.0034 0.4972 -0.93
N -0.1776 1.0801 -1.3194 -0.34
C -0.2631 1.7231 -2.2961 0.05
C -0.3781 2.5203 -3.5326 1.62
C 0.7338 2.0967 -4.5253 -1.39
C -1.7714 2.2469 -4.1572 -1.70
C -0.2169 4.0215 -3.1787 -1.48
H 1.7331 2.2849 -4.1030 0.20
H 0.6541 1.0276 -4.7756 0.35
H 0.6239 2.6880 -5.4508 0.48
H -2.5823 2.5523 -3.4760 0.44
H -1.8649 2.8250 -5.0924 0.51
H -1.8920 1.1764 -4.3910 0.35
H -0.2895 4.6166 -4.1052 0.42
H -1.0022 4.3567 -2.4834 0.39
H 0.7658 4.2107 -2.7160 0.34
C 0.1168 -1.3097 4.5003 -1.52
C 0.0097 0.0034 3.7681 0.50
C -0.2864 1.2475 4.5747 -1.13
O 0.0097 0.0034 2.4972 0.26
H -0.8173 -1.4948 5.0707 0.51
H 0.9693 -1.2835 5.2107 0.49
H 0.2632 -2.1460 3.7840 0.18
H 0.4905 2.0230 4.4126 0.25
H -1.2803 1.6491 4.2857 0.32
H -0.3126 1.0142 5.6600 0.46
```

---

| no. | M (u) |
| --- | --- |
| 1 | 54.05 |
| 2 | 532.47 |
| 3 | 124.19 |
| 4 | 659.71 |